(1)
95
Properties=species:S:1:pos:R:3 method="wB97M-V/def2-TZVPD" lumo_ev="-2.88 / -4.00" orbital_gap_ha="0.256 / 0.236" charge=+1 homo_energy_ev="-9.838 / -10.425" de_lowest_ev=0.745 total_energy_ha=-7855.9487 multiplicity=2 s2=0.76
Ti -1.33512 -0.25314 -1.16387
C 3.81959 -1.37885 2.40210
C 2.80824 -0.25275 2.58393
C 3.18190 0.63353 3.74851
O 2.67631 0.53358 1.40934
C 1.82083 -0.20330 0.56767
C 0.77962 -0.85044 1.56835
O 1.50034 -0.79398 2.78695
C -0.71320 -0.45900 1.84721
O -1.31507 -0.17128 0.57824
C -1.42595 -1.70906 2.39170
C -0.82639 -2.52093 3.35203
C -1.48360 -3.64465 3.83247
C -2.74981 -3.97197 3.36980
C -3.35882 -3.15790 2.42734
C -2.70248 -2.03508 1.94360
C -0.94944 0.74649 2.75548
C 0.00663 1.74150 2.91904
C -0.25994 2.85978 3.69510
C -1.49142 3.00103 4.31580
C -2.45432 2.01631 4.15425
C -2.18319 0.89509 3.38498
C 1.57016 0.57796 -0.75293
O 0.40596 0.03003 -1.36781
C 2.72348 0.28118 -1.72012
C 2.47462 0.32551 -3.08879
C 3.49400 0.10369 -4.00290
C 4.78094 -0.16419 -3.55967
C 5.03891 -0.19798 -2.19778
C 4.01926 0.02711 -1.28257
C 1.40498 2.09483 -0.57700
C 0.27914 2.61522 0.05182
C 0.11591 3.98133 0.21492
C 1.07798 4.85884 -0.26129
C 2.20472 4.35460 -0.89141
C 2.36953 2.98420 -1.04533
H 4.81349 -0.96141 2.24109
H 3.57069 -2.03162 1.56555
H 3.83942 -1.98511 3.30657
H 4.15621 1.08395 3.56297
H 3.23954 0.03308 4.65515
H 2.44294 1.41663 3.89364
H 2.35716 -1.09612 0.22317
H 0.70260 -1.89457 1.24764
H 0.15238 -2.27291 3.73706
H -1.00275 -4.26277 4.57959
H -3.26163 -4.84639 3.75008
H -4.35503 -3.38783 2.06937
H -3.19743 -1.39936 1.22112
H 0.96355 1.65937 2.42735
H 0.49978 3.62306 3.81070
H -1.69790 3.87049 4.92641
H -3.41929 2.11423 4.63430
H -2.94256 0.13316 3.27894
H 1.47537 0.55169 -3.43909
H 3.28492 0.14910 -5.06446
H 5.57799 -0.33747 -4.27040
H 6.04190 -0.39408 -1.84173
H 4.24218 0.02600 -0.22390
H -0.48515 1.95781 0.43270
H -0.76425 4.35388 0.72514
H 0.95482 5.92684 -0.13614
H 2.96715 5.02693 -1.26272
H 3.26148 2.61652 -1.53205
Se -4.39179 1.05486 0.07718
Se -3.94806 -1.24036 -1.70171
C -2.83375 -2.70827 -1.27514
C -3.25332 -4.02722 -1.11202
C -2.31724 -4.98467 -0.77996
C -0.97940 -4.62421 -0.61589
C -0.63213 -3.30668 -0.79331
N -1.54170 -2.37560 -1.12121
C -3.36094 2.11718 -1.09463
C -3.79697 3.41539 -1.38278
C -3.06648 4.20585 -2.24160
C -1.91398 3.69324 -2.83327
C -1.53619 2.41589 -2.51208
N -2.23128 1.64396 -1.64931
H -4.29828 -4.27228 -1.23576
H -2.62216 -6.01368 -0.64012
H -0.22874 -5.35344 -0.34888
H 0.38941 -2.96332 -0.68809
H -4.71432 3.77160 -0.93704
H -3.39838 5.21131 -2.46548
H -1.31392 4.27750 -3.51528
H -0.64047 1.97509 -2.92741
C 0.00026 -2.32223 -4.05384
C -0.95233 -1.18600 -4.27430
N -1.35662 -0.94426 -5.52197
O -1.37612 -0.48214 -3.34657
H 0.45517 -2.66859 -4.97917
H -0.54870 -3.14832 -3.59973
H 0.77715 -2.00040 -3.36111
H -1.04852 -1.50750 -6.29412
H -2.04205 -0.22316 -5.68264

=====

(2)
25
Properties=species:S:1:pos:R:3 method="wB97M-V/def2-TZVPD" lumo_ev=-3.43 orbital_gap_ha=0.349 charge=+1 homo_energy_ev=-12.914 de_lowest_ev=0.539 total_energy_ha=-408.6220
Cs -0.25141 -0.20579 2.83899
C 3.98489 -0.08848 0.42094
C 3.17860 -0.85370 -0.62695
C 1.69215 -0.57474 -0.52064
O 3.53399 -0.49260 -1.94897
H 4.00742 -0.64091 1.36333
H 3.60358 0.91939 0.58733
H 5.02180 0.00042 0.09113
H 3.32854 -1.92968 -0.46935
H 1.34000 -0.61359 0.51452
H 1.08765 -1.31984 -1.04601
H 1.43496 0.38351 -0.97493
H 4.41924 -0.80963 -2.14948
C -3.59582 0.71047 1.39891
C -3.11802 0.12764 0.08949
C -2.70278 1.17262 -0.93119
O -2.00432 -0.77475 0.35569
H -4.38269 1.44116 1.20741
H -2.81787 1.12126 2.03955
H -4.15160 -0.05855 1.94738
H -3.93262 -0.48143 -0.31199
H -3.48194 1.92437 -1.04512
H -2.45818 0.72107 -1.88895
H -1.81917 1.69711 -0.55063
H -1.91642 -1.37529 -0.39046